# 1
A structure of composition C49H60ClN5O5PbS2SbSeTe, computed with the ωB97M-V functional and the def2-TZVPD basis.

Summary:
Lowest unoccupied orbital energy (spin up / spin down) in eV: 0.34 / -1.63
Net charge: 0
⟨S²⟩: 0.76
Largest force on an atom in eV Å⁻¹: 0.8
Orbital gap (spin up / spin down) in eV: 7.30 / 5.49
Multiplicity: 2

Geometry as XYZ:
```
126
Properties=species:S:1:pos:R:3:forces:R:3:lowdin_spin:R:1
Pb 0.408876 -0.555411 -0.705261 -0.601 0.118 0.287 0.0102
O -1.467963 4.749345 3.049658 -0.097 -0.060 0.082 -0.0001
C -2.133549 4.964097 1.926543 -0.082 -0.117 -0.130 0.0000
O -2.862375 5.913840 1.790066 -0.010 -0.005 0.011 0.0000
C -1.976160 3.945520 0.834872 0.473 0.094 0.231 0.0002
C -2.854876 3.818721 -0.211805 -0.249 -0.143 -0.205 0.0001
Cl -4.338330 4.617141 -0.447627 0.020 -0.128 -0.117 0.0000
N -2.395911 2.842029 -1.032902 -0.299 -0.354 -0.691 0.0000
N -1.239077 2.329643 -0.576671 0.042 0.253 0.434 0.0005
C -0.967949 2.977526 0.546564 0.019 -0.075 0.173 0.0013
C 0.253776 2.574380 1.352289 0.038 -0.016 0.526 0.0047
O 0.239914 2.877614 2.585946 -0.111 0.093 -0.341 0.0049
O 1.163388 1.938872 0.792320 -0.158 0.047 0.004 0.0446
C -2.998594 2.200758 -2.182397 0.099 0.063 0.249 0.0000
C -2.813930 0.828482 -2.328891 -0.035 0.134 0.108 0.0000
C -3.363731 0.176576 -3.422315 -0.006 0.067 -0.009 0.0000
C -4.103889 0.882687 -4.363661 -0.024 -0.010 0.059 0.0000
C -4.264327 2.252350 -4.215123 -0.014 0.021 0.027 0.0000
C -3.705508 2.920913 -3.131695 0.034 0.009 -0.102 0.0000
H -0.855368 3.963103 2.948357 0.366 -0.003 -0.104 0.0000
H -2.246357 0.275261 -1.591795 -0.153 0.010 -0.069 0.0002
H -3.205053 -0.888654 -3.537393 -0.060 0.101 -0.023 0.0000
H -4.550950 0.368453 -5.209540 0.097 0.068 0.086 0.0000
H -4.814021 2.820912 -4.956994 0.036 -0.042 0.052 0.0000
H -3.798484 3.993440 -3.056949 -0.014 0.019 0.047 0.0000
O -1.652188 -1.949003 -1.197201 0.101 -0.388 -0.526 0.0013
N -1.807353 -2.628575 -2.333470 -0.053 0.038 0.354 0.0001
C -3.010860 -3.236322 -2.525698 0.188 0.101 0.190 -0.0001
C -3.300003 -3.931374 -3.663105 -0.062 -0.035 -0.041 0.0001
C -2.320967 -4.023562 -4.655283 0.087 0.014 -0.077 -0.0001
C -1.103998 -3.425817 -4.444728 0.048 0.026 0.017 0.0001
C -0.813448 -2.711248 -3.262401 0.057 0.063 0.053 -0.0001
S 0.737107 -1.985558 -3.026044 -0.129 -0.170 -0.176 0.0011
H -3.696250 -3.104976 -1.701789 0.042 0.038 -0.011 0.0000
H -4.274077 -4.388792 -3.771826 0.058 0.022 0.011 0.0000
H -2.515344 -4.559344 -5.578294 0.030 0.051 0.106 0.0000
H -0.314476 -3.482384 -5.183715 -0.067 0.009 0.063 0.0000
Te 1.328605 2.127613 -2.146121 0.534 0.320 -0.500 0.0038
C 0.212191 2.445237 -3.907739 -0.278 0.106 -0.085 0.0002
C -0.090327 1.418991 -4.802076 -0.058 0.077 0.007 0.0001
C -0.871318 1.683563 -5.922667 0.049 0.068 0.028 0.0000
C -1.359653 2.965698 -6.150269 0.091 0.030 0.089 0.0000
C -1.068060 3.989338 -5.253999 0.066 -0.129 0.001 0.0000
C -0.286655 3.730709 -4.130819 -0.029 -0.140 -0.163 0.0001
C 3.167742 1.807932 -3.162295 0.195 0.030 0.011 0.0003
C 3.317553 0.847994 -4.161983 0.068 -0.012 0.036 0.0001
C 4.550398 0.674150 -4.783410 -0.068 0.032 0.048 0.0000
C 5.644168 1.441869 -4.398591 -0.039 0.017 0.041 0.0001
C 5.504443 2.386448 -3.388981 -0.136 -0.046 0.028 0.0000
C 4.267528 2.573717 -2.774023 0.074 -0.136 -0.158 0.0002
H 0.267904 0.410216 -4.618364 -0.084 0.080 0.008 0.0000
H -1.105292 0.881502 -6.616148 0.018 0.067 0.068 0.0000
H -1.970918 3.165518 -7.024247 0.044 -0.007 0.071 0.0000
H -1.447881 4.990270 -5.427197 0.016 -0.053 0.011 0.0000
H -0.061239 4.529384 -3.431025 -0.007 -0.055 -0.054 0.0001
H 2.478375 0.223621 -4.453746 0.097 0.061 0.024 0.0000
H 4.656484 -0.068864 -5.567138 -0.011 0.048 0.077 0.0000
H 6.604655 1.300911 -4.883440 -0.085 0.013 0.045 0.0000
H 6.354631 2.985556 -3.082536 -0.048 -0.025 -0.014 0.0000
H 4.160137 3.320738 -1.995511 0.005 -0.009 -0.033 0.0000
C -1.263331 -3.920258 3.712055 -0.007 0.026 -0.028 0.0001
C -2.533746 -3.213098 4.191067 0.102 -0.049 -0.103 0.0000
C -3.588163 -3.069695 3.091467 0.062 0.024 0.062 0.0001
C -3.208259 -2.047516 2.028215 -0.001 0.317 0.191 0.0004
N -3.193897 -0.683583 2.575571 0.093 -0.500 -0.206 0.0023
C -2.115541 0.086340 2.758606 0.025 0.385 -0.029 0.0094
S -0.520702 -0.392274 2.387871 -0.364 -0.373 0.111 0.0460
N -2.331530 1.326544 3.243188 -0.080 -0.286 0.281 0.0011
C -3.569574 1.797222 3.859891 0.199 -0.090 -0.173 0.0000
C -3.816262 1.224615 5.253291 -0.016 -0.024 0.023 0.0000
C -5.093588 1.768223 5.895282 -0.072 -0.065 -0.135 0.0000
C -6.369476 1.189973 5.277341 0.032 0.026 -0.004 0.0000
H -0.567849 -4.079863 4.540455 -0.062 0.023 -0.061 0.0000
H -0.735046 -3.330396 2.955867 -0.086 -0.073 0.090 0.0003
H -1.501840 -4.900090 3.283170 0.020 0.088 0.047 0.0000
H -2.272424 -2.219914 4.574241 -0.030 -0.060 0.012 0.0000
H -2.969297 -3.768514 5.024861 0.010 0.003 0.014 0.0000
H -4.553142 -2.786551 3.529353 0.029 -0.032 -0.023 0.0000
H -3.736618 -4.036208 2.597505 -0.024 0.037 0.032 0.0000
H -3.911383 -2.067388 1.196379 -0.068 0.013 -0.041 0.0001
H -2.224417 -2.247433 1.618887 0.112 0.034 -0.054 0.0004
H -4.079782 -0.323682 2.888759 -0.057 0.025 -0.035 0.0004
H -1.482819 1.847516 3.409117 0.124 0.110 -0.075 0.0005
H -4.403000 1.581204 3.188443 -0.075 0.070 -0.042 0.0000
H -3.500106 2.882034 3.918536 0.025 0.080 -0.032 0.0000
H -2.947766 1.464540 5.872171 -0.029 -0.003 0.001 0.0000
H -3.872737 0.131039 5.199285 0.046 0.020 0.042 0.0000
H -5.104937 2.860092 5.811499 0.015 -0.041 0.033 0.0000
H -5.076162 1.535598 6.961342 -0.017 0.024 0.012 0.0000
H -6.441198 1.407230 4.206652 0.010 -0.016 0.102 0.0000
H -7.263491 1.605063 5.748721 0.079 -0.032 -0.026 0.0000
H -6.401858 0.102936 5.404770 0.009 0.077 -0.024 0.0000
C 7.370349 -4.661909 -1.453549 -0.068 0.045 0.000 0.0006
C 6.198292 -3.857576 -0.945251 0.007 -0.118 -0.030 0.0030
C 4.924750 -4.410245 -0.863013 -0.045 -0.009 -0.017 0.0020
C 3.837000 -3.701034 -0.358563 0.047 -0.073 -0.028 0.0116
C 2.487009 -4.379064 -0.291651 0.139 0.139 0.065 0.0052
C 4.044994 -2.378367 0.070472 0.338 -0.024 0.018 0.0357
Se 2.591643 -1.446542 0.892895 -0.390 0.040 0.092 0.2030
C 5.312871 -1.785547 -0.028497 0.023 0.001 -0.069 0.0042
C 5.605678 -0.358275 0.381470 -0.005 -0.169 -0.010 0.0037
C 6.366351 -2.545885 -0.531872 0.060 0.139 -0.019 -0.0009
H 7.043641 -5.616569 -1.867911 0.007 0.042 0.013 0.0000
H 8.077375 -4.872093 -0.647187 -0.026 0.007 -0.020 0.0001
H 7.914997 -4.121958 -2.231907 -0.040 -0.019 0.039 0.0002
H 4.767741 -5.433485 -1.198351 0.019 0.102 0.038 0.0005
H 2.558862 -5.406129 -0.655212 0.011 0.077 0.027 0.0003
H 1.749501 -3.849630 -0.900855 0.042 -0.014 0.001 0.0016
H 2.103702 -4.392310 0.732077 0.031 0.002 -0.036 0.0012
H 4.691158 0.210441 0.532783 -0.041 0.025 -0.039 0.0018
H 6.196750 0.143546 -0.387813 -0.013 -0.039 0.021 0.0000
H 6.183548 -0.329209 1.311305 -0.043 -0.010 -0.041 0.0001
H 7.352136 -2.085922 -0.605201 -0.132 -0.058 0.010 -0.0002
C 4.002300 -0.692921 3.938666 0.102 0.001 0.089 0.0336
Sb 2.591846 0.696912 3.132859 0.121 -0.415 -0.106 0.3648
C 1.734102 1.184191 5.016488 -0.152 0.081 0.177 0.1001
C 3.879907 2.344783 2.820107 0.025 0.236 -0.193 0.0632
H 4.608256 -0.201361 4.708386 -0.071 -0.131 -0.093 0.0050
H 4.630530 -1.066587 3.128411 -0.017 0.034 0.134 0.0015
H 3.448908 -1.531317 4.371394 0.110 0.109 -0.042 -0.0004
H 2.565370 1.306557 5.720532 -0.156 -0.001 -0.102 0.0125
H 1.087271 0.363443 5.335358 0.073 0.135 -0.060 0.0002
H 1.164866 2.106181 4.915745 -0.003 -0.062 0.032 0.0010
H 4.137582 2.749220 3.803174 0.025 -0.038 -0.140 0.0087
H 3.352411 3.093499 2.226167 0.093 -0.093 0.103 0.0003
H 4.777021 2.008669 2.294913 -0.107 0.066 0.088 0.0004
```
Positions in Å, forces in eV/Å.

# 2
A structure of composition C49H60FN2O5SW, computed with the ωB97M-V functional and the def2-TZVPD basis.

Summary:
Lowest unoccupied orbital energy (spin up / spin down) in eV: -3.59 / -4.56
Net charge: +1
⟨S²⟩: 2.07
Largest force on an atom in eV Å⁻¹: 4.1
Orbital gap (spin up / spin down) in eV: 4.87 / 5.66
Multiplicity: 3

Geometry as XYZ:
```
119
Properties=species:S:1:pos:R:3:forces:R:3:lowdin_spin:R:1
W 0.289912 -1.070201 -0.373619 -3.577 -0.034 2.047 0.2350
C 2.519812 2.036799 6.118381 -0.002 0.073 -0.155 0.0019
C 2.685012 2.671999 4.730081 0.037 0.147 0.132 0.0000
C 1.747812 3.880399 4.655181 0.160 -0.245 -0.033 -0.0003
C 4.128712 3.162499 4.546181 -0.191 -0.026 0.023 0.0019
C 2.391412 1.632799 3.661281 -0.342 0.128 -0.232 0.0223
C 1.455112 1.822599 2.666481 0.057 0.081 0.180 0.0478
C 1.234412 0.829899 1.701681 0.321 -0.625 -0.449 0.0433
N 0.310212 0.811699 0.696581 0.389 -0.192 0.489 0.2501
C -0.740188 1.654099 0.421181 -0.490 -0.093 -1.110 0.0090
C -1.284488 2.743199 1.116281 0.176 -0.053 -0.037 0.0524
C -2.311288 3.488999 0.557881 0.178 -0.032 -0.010 0.0008
C -2.718488 3.214299 -0.755619 0.205 -0.179 0.159 0.0847
C -2.261188 2.119499 -1.471519 0.196 -0.463 -0.081 -0.0069
C -1.356688 1.267699 -0.819319 0.108 1.169 1.022 0.0867
O -1.007988 0.069699 -1.278919 0.027 -0.198 0.345 0.0391
C -2.682688 1.803199 -2.900919 -0.030 -0.102 -0.095 -0.0038
C -1.404988 1.642399 -3.741519 -0.035 -0.069 0.108 -0.0010
C -3.476888 0.490399 -2.924319 0.144 0.089 0.068 -0.0014
C -3.551188 2.899199 -3.520319 0.192 -0.185 0.187 0.0003
C -3.006488 4.551399 1.396581 -0.059 0.091 0.174 -0.0022
C -3.774188 3.822099 2.510681 0.059 0.147 -0.124 -0.0012
C -4.007288 5.377699 0.587281 0.158 -0.148 0.120 0.0009
C -1.989788 5.515699 2.020081 -0.117 -0.112 -0.114 -0.0010
C 2.080512 -0.352601 1.674181 -0.014 1.424 1.137 0.1244
O 1.928812 -1.134901 0.623281 0.331 -0.381 0.035 0.0655
C 2.991512 -0.573501 2.726081 -0.176 -0.202 -0.447 -0.0046
C 3.107412 0.425799 3.680181 -0.152 -0.078 -0.322 0.1226
C 3.882912 -1.808901 2.865281 0.119 -0.117 -0.026 -0.0044
C 3.706212 -2.409001 4.271581 -0.010 0.100 -0.208 -0.0012
C 5.341512 -1.368801 2.659781 -0.207 -0.086 0.002 -0.0016
C 3.552912 -2.908001 1.848781 -0.001 0.078 0.037 0.0015
H 2.678212 2.789899 6.885281 0.026 0.092 0.125 0.0005
H 1.517212 1.631999 6.234481 -0.124 -0.045 0.051 0.0001
H 3.231012 1.235599 6.291881 0.106 -0.125 0.033 0.0003
H 2.003312 4.580899 5.446681 0.011 0.063 0.061 0.0000
H 1.846812 4.403599 3.707281 -0.046 0.095 -0.134 0.0000
H 0.713112 3.576099 4.798781 -0.166 0.023 -0.027 0.0000
H 4.359712 3.918799 5.291781 0.062 0.097 0.102 0.0003
H 4.842712 2.350899 4.654581 0.117 -0.101 0.004 0.0007
H 4.255012 3.601199 3.558781 0.058 0.059 -0.100 -0.0001
H 0.911912 2.746699 2.598581 -0.075 0.072 0.065 0.0023
H -0.933088 2.970399 2.106981 -0.016 0.060 0.122 0.0032
H -3.435788 3.865999 -1.221119 -0.105 0.041 -0.072 0.0047
H -0.752688 0.879799 -3.313119 -0.013 0.076 -0.184 0.0003
H -1.659188 1.352299 -4.758319 -0.046 -0.017 -0.156 -0.0002
H -0.855288 2.580299 -3.780019 0.071 0.111 -0.026 0.0000
H -2.886288 -0.308901 -2.484019 -0.115 -0.112 -0.046 0.0002
H -4.409088 0.599699 -2.372919 -0.130 -0.001 0.076 -0.0001
H -3.712088 0.223199 -3.952519 -0.066 -0.075 -0.106 -0.0002
H -3.041488 3.857899 -3.509919 0.034 0.200 -0.013 0.0002
H -3.766288 2.642899 -4.554519 -0.016 -0.031 -0.120 0.0000
H -4.500388 2.990599 -2.998619 -0.139 0.084 0.066 0.0001
H -4.508688 3.143599 2.081381 -0.087 -0.088 -0.009 0.0000
H -3.101788 3.244599 3.140481 0.056 -0.062 0.087 0.0002
H -4.295688 4.545599 3.131881 -0.087 0.073 0.134 -0.0004
H -4.809988 4.756699 0.201081 -0.139 -0.058 -0.137 0.0002
H -4.456788 6.127499 1.231081 -0.059 0.102 0.098 0.0000
H -3.520088 5.894199 -0.234819 0.025 0.091 -0.172 0.0002
H -1.367088 5.022699 2.760781 0.148 -0.054 0.096 0.0000
H -1.349288 5.944399 1.253081 0.100 0.079 -0.061 -0.0001
H -2.517488 6.325699 2.517581 -0.018 0.089 0.103 -0.0002
H 3.821312 0.274199 4.473281 0.083 -0.012 0.084 0.0052
H 4.010012 -1.725001 5.058981 0.035 0.082 0.086 0.0003
H 2.665712 -2.678101 4.438381 -0.116 -0.051 0.044 -0.0001
H 4.312012 -3.306901 4.366881 0.079 -0.097 -0.006 -0.0003
H 5.645612 -0.640101 3.406981 0.054 0.093 0.078 0.0005
H 6.010012 -2.223601 2.729681 0.072 -0.124 0.021 -0.0004
H 5.460412 -0.920201 1.675881 0.064 0.060 -0.110 -0.0001
H 2.502112 -3.192701 1.918381 0.014 -0.074 -0.051 0.0001
H 3.762612 -2.582701 0.831481 -0.015 -0.052 -0.034 0.0008
H 4.162912 -3.785801 2.053681 0.076 -0.061 0.097 0.0002
C 6.151012 0.086499 -5.279419 0.230 -0.116 -0.207 0.0026
O 5.169412 0.508399 -4.357319 -0.593 -0.080 0.501 0.0446
C 4.421512 -0.431601 -3.729319 -0.123 -0.120 0.008 0.0889
C 4.663812 -1.806801 -3.772019 0.265 0.328 -0.224 0.0060
C 3.842012 -2.686801 -3.109019 -0.534 0.071 0.382 0.0956
C 2.711412 -2.272801 -2.353619 0.409 1.025 -0.341 0.0191
C 1.888512 -3.179801 -1.661519 -0.398 -0.635 0.252 0.3186
C 2.104912 -4.660601 -1.535019 -0.354 0.559 0.071 0.0427
O 0.761412 -2.739301 -1.048019 1.508 -0.846 -0.921 0.0131
C 2.462012 -0.846401 -2.351519 0.850 -0.816 -0.355 0.0736
O 1.363412 -0.343701 -1.739519 0.656 -0.005 -0.725 0.0714
C 3.312212 0.023899 -3.004919 -0.287 0.090 0.178 -0.0225
H 6.551412 0.994199 -5.727419 -0.026 -0.084 0.049 -0.0001
H 5.706112 -0.536201 -6.060819 0.057 -0.001 0.032 0.0006
H 6.960412 -0.457101 -4.784719 -0.036 0.007 -0.022 0.0007
H 5.503212 -2.191301 -4.327919 0.060 -0.071 -0.051 -0.0020
H 4.069512 -3.736601 -3.189419 0.013 -0.109 0.058 0.0050
H 2.944412 -5.014401 -2.121519 -0.008 -0.017 -0.009 -0.0002
H 1.196612 -5.177901 -1.849219 0.029 -0.113 -0.054 0.0110
H 2.271812 -4.912201 -0.485519 0.066 -0.041 0.034 0.0141
H 3.092312 1.081199 -2.965119 0.013 0.067 -0.046 -0.0029
N -1.636488 -2.187301 -0.538719 0.136 -0.004 0.087 0.0124
S -2.058188 -3.690401 -0.942519 -0.862 0.797 -0.323 0.0018
C -2.527988 -3.486501 -2.694319 0.314 -0.188 0.183 0.0005
C -3.551588 -4.195301 -3.299519 0.047 -0.033 0.029 0.0000
C -3.836288 -3.945101 -4.633619 0.007 -0.032 0.056 0.0000
C -3.106188 -2.999501 -5.335519 0.074 0.071 -0.058 0.0000
C -2.053088 -2.330601 -4.730019 -0.002 -0.132 0.059 0.0001
C -1.749288 -2.586201 -3.403519 0.338 0.147 0.212 0.0003
C -3.713388 -3.756101 -0.209519 0.350 -0.171 0.023 0.0001
C -4.017188 -4.739701 0.717481 0.206 0.042 -0.147 0.0003
C -5.204788 -4.651901 1.428781 -0.074 0.035 0.031 0.0000
C -6.058888 -3.579501 1.225781 0.043 -0.048 0.016 0.0003
C -5.767688 -2.625401 0.260881 0.107 -0.001 -0.042 0.0000
C -4.596288 -2.715401 -0.467419 -0.006 0.042 -0.096 0.0003
H -2.465888 -1.637101 -0.301919 0.476 -0.115 -0.178 0.0010
H -4.126288 -4.919101 -2.742119 -0.100 -0.071 0.063 0.0000
H -4.625388 -4.491701 -5.126319 -0.120 -0.010 -0.003 0.0000
H -3.354788 -2.782701 -6.362819 -0.009 -0.032 -0.120 0.0000
H -1.465088 -1.616401 -5.283319 0.058 0.106 -0.087 0.0000
H -0.919388 -2.077001 -2.901219 -0.440 -0.133 -0.351 0.0003
H -3.326888 -5.550201 0.891581 0.081 -0.093 0.075 0.0000
H -5.449288 -5.411401 2.156281 0.008 -0.024 0.059 0.0000
H -6.947888 -3.471301 1.827381 -0.131 -0.091 0.005 0.0000
H -6.439988 -1.800601 0.080381 -0.083 0.039 0.002 0.0000
H -4.371688 -1.974901 -1.223019 0.024 0.065 -0.077 0.0000
F -0.391088 -1.501501 1.444781 0.593 0.327 -0.925 0.0237
```
Positions in Å, forces in eV/Å.